Density functional theory data (wB97M-V/def2-TZVPD) for a molecular structure, C23H44NP3PbS at a distorted geometry.

```
73
Properties=species:S:1:pos:R:3
Pb -0.120 -0.635 0.051
P -2.380 -0.171 1.769
P -1.028 -2.996 -1.099
P -1.632 0.905 -1.601
H 4.133 1.372 0.634
C 3.518 2.272 0.583
C 2.792 2.719 1.619
H 2.761 2.191 2.577
C -2.095 -0.804 3.452
C -4.045 -0.838 1.390
C -2.783 1.579 2.156
C 0.243 -3.551 -2.292
C -1.159 -4.452 -0.008
C -2.550 -3.067 -2.104
C -1.149 2.614 -1.187
C -3.415 1.046 -1.956
C -0.952 0.412 -3.221
H 3.473 2.793 -0.374
H 2.146 3.597 1.527
H -1.183 -0.360 3.862
H -1.968 -1.888 3.432
H -2.935 -0.557 4.111
H -4.009 -1.936 1.411
H -4.371 -0.516 0.390
H -4.766 -0.488 2.145
H -1.945 2.030 2.708
H -3.684 1.610 2.789
H -2.957 2.161 1.240
H -0.116 -4.435 -2.836
H 1.171 -3.807 -1.760
H 0.463 -2.748 -3.011
H -1.632 -5.278 -0.559
H -1.770 -4.203 0.871
H -0.161 -4.768 0.332
H -2.637 -4.066 -2.554
H -2.522 -2.310 -2.902
H -3.424 -2.876 -1.465
H -1.232 3.237 -2.083
H -0.117 2.659 -0.803
H -1.822 3.005 -0.407
H -3.534 1.732 -2.808
H -3.949 1.447 -1.080
H -3.819 0.054 -2.218
H -1.252 1.156 -3.965
H -1.388 -0.560 -3.507
H 0.147 0.314 -3.216
C 3.032 3.551 -3.513
C 3.473 3.281 -4.830
C 4.527 4.019 -5.386
C 5.114 5.065 -4.659
C 4.551 5.450 -3.436
C 3.492 4.722 -2.880
S 2.010 2.377 -2.641
H 2.863 1.869 -1.665
H 3.031 2.435 -5.366
H 4.913 3.776 -6.381
H 5.996 5.589 -5.038
H 4.948 6.317 -2.901
H 3.040 4.969 -1.915
N 1.379 -2.268 2.215
C 1.028 -2.572 3.521
C 1.334 -1.658 4.541
C 0.680 -1.759 5.773
C -0.235 -2.800 5.991
C -0.416 -3.798 5.024
C 0.252 -3.710 3.798
H 2.071 -1.549 2.066
H 1.361 -3.019 1.538
H 2.048 -0.856 4.358
H 0.883 -1.041 6.567
H -0.816 -2.837 6.917
H -1.059 -4.657 5.224
H 0.152 -4.489 3.044
```

For the HOMO-LUMO gap (alpha / beta), the calculation gives 5.87 / 5.62 eV. As for the net charge: +4. As for the energy above the lowest of the compared OMol25 structures with the same formula, charge and spin: 0.00 kcal/mol. The value obtained for the total energy is -69963.8503 eV. The HOMO energy (alpha / beta) is -0.715 / -0.714 Eh.

=====

Density functional theory data (wB97M-V/def2-TZVPD) for a molecular structure, C23H44NP3SYb at a distorted geometry.

```
73
Properties=species:S:1:pos:R:3
Yb -0.124 0.716 -0.198
P -0.186 -2.638 0.007
P -0.959 -0.658 -2.715
P -2.533 -0.921 0.373
H 2.906 2.227 2.122
C 2.652 1.768 3.087
C 2.337 0.455 3.161
H 2.821 -0.308 2.567
C 1.252 -3.678 -0.455
C -1.390 -3.558 -1.042
C -0.479 -3.356 1.671
C -0.865 1.038 -3.411
C 0.028 -1.536 -3.987
C -2.618 -1.188 -3.316
C -2.444 -0.589 2.171
C -4.084 -1.902 0.279
C -3.111 0.707 -0.238
H 2.678 2.417 3.980
H 1.462 0.077 3.677
H 2.127 -3.420 0.150
H 1.510 -3.503 -1.507
H 0.970 -4.728 -0.286
H -1.117 -3.434 -2.097
H -2.414 -3.180 -0.923
H -1.347 -4.617 -0.756
H 0.277 -2.943 2.351
H -0.366 -4.446 1.598
H -1.461 -3.098 2.076
H -1.302 1.003 -4.418
H 0.177 1.376 -3.490
H -1.424 1.758 -2.798
H -0.365 -1.254 -4.971
H -0.059 -2.622 -3.855
H 1.084 -1.258 -3.908
H -2.664 -0.980 -4.395
H -3.436 -0.665 -2.811
H -2.747 -2.269 -3.165
H -3.276 0.083 2.425
H -1.502 -0.106 2.467
H -2.564 -1.532 2.715
H -4.890 -1.348 0.785
H -3.951 -2.861 0.794
H -4.391 -2.083 -0.759
H -3.861 1.051 0.486
H -3.595 0.627 -1.220
H -2.333 1.498 -0.267
C -0.786 4.249 2.694
C -1.537 5.367 2.265
C -1.960 6.348 3.163
C -1.621 6.270 4.528
C -0.746 5.232 4.944
C -0.317 4.252 4.021
S -0.517 2.880 1.493
H 0.791 2.498 1.676
H -1.810 5.437 1.218
H -2.613 7.176 2.848
H -2.044 6.958 5.267
H -0.441 5.202 5.981
H 0.378 3.482 4.325
C 5.948 -1.454 -2.666
C 4.622 -1.012 -2.108
C 4.173 -1.489 -0.874
C 3.002 -0.958 -0.309
N 2.208 -0.057 -0.963
C 2.632 0.370 -2.187
C 3.821 -0.080 -2.767
H 6.455 -2.153 -1.983
H 5.805 -1.949 -3.634
H 6.611 -0.595 -2.833
H 4.697 -2.278 -0.317
H 2.682 -1.239 0.715
H 2.026 1.131 -2.702
H 4.120 0.289 -3.750
```

For the HOMO-LUMO gap (alpha / beta), the calculation gives 7.39 / 4.03 eV. As for the net charge: +3. As for the energy above the lowest of the compared OMol25 structures with the same formula, charge and spin: 20.26 kcal/mol. As for the multiplicity: 2. The value obtained for the total energy is -96258.3800 eV. The HOMO energy (alpha / beta) is -0.594 / -0.593 Eh.

=====

Density functional theory data (wB97M-V/def2-TZVPD) for a molecular structure, C23H44NP3ScSe at a distorted geometry.

```
73
Properties=species:S:1:pos:R:3
Sc -0.095 -0.338 0.374
P 0.251 1.899 1.764
P -2.710 0.437 0.344
P 2.601 -0.359 0.206
H -1.400 -3.548 -5.714
C -0.831 -4.300 -5.143
C -0.612 -4.261 -3.793
H -1.147 -3.598 -3.078
C 0.390 3.507 0.864
C -1.019 2.458 2.975
C 1.719 2.133 2.846
C -3.301 -0.552 -1.094
C -3.968 0.085 1.639
C -3.171 2.159 -0.135
C 2.880 -1.449 -1.253
C 3.871 -0.955 1.387
C 3.334 1.252 -0.352
H -0.478 -5.135 -5.799
H 0.132 -4.949 -3.367
H 0.514 4.295 1.619
H -0.515 3.688 0.270
H 1.257 3.468 0.197
H -0.854 3.541 3.133
H -0.872 1.914 3.919
H -2.018 2.272 2.565
H 1.726 3.193 3.148
H 2.641 1.875 2.312
H 1.607 1.498 3.731
H -4.396 -0.492 -1.224
H -2.999 -1.600 -0.927
H -2.779 -0.183 -1.990
H -4.969 0.443 1.354
H -3.652 0.585 2.568
H -4.023 -0.997 1.835
H -4.265 2.271 -0.212
H -2.703 2.415 -1.100
H -2.785 2.859 0.624
H 3.947 -1.513 -1.539
H 2.271 -1.050 -2.078
H 2.502 -2.456 -1.002
H 4.902 -0.791 1.035
H 3.740 -2.028 1.585
H 3.718 -0.415 2.331
H 4.339 1.080 -0.778
H 3.408 1.951 0.504
H 2.671 1.709 -1.114
C 0.210 0.865 -3.499
C -0.263 -0.422 -3.793
C -0.115 -0.952 -5.068
C 0.532 -0.214 -6.067
C 0.973 1.091 -5.786
C 0.825 1.638 -4.516
Se -0.077 1.488 -1.762
H -0.245 -1.323 -1.080
H -0.713 -0.994 -2.991
H -0.484 -1.954 -5.287
H 0.711 -0.633 -7.073
H 1.439 1.662 -6.585
H 1.176 2.644 -4.311
N -0.302 -2.086 1.813
C -0.247 -1.543 3.135
C 0.996 -1.349 3.740
C 1.060 -0.561 4.888
C -0.100 -0.037 5.482
C -1.332 -0.317 4.888
C -1.423 -1.114 3.743
H 0.466 -2.707 1.554
H -1.197 -2.506 1.540
H 1.915 -1.729 3.283
H 2.026 -0.327 5.327
H -0.041 0.568 6.395
H -2.246 0.105 5.311
H -2.406 -1.314 3.285
```

For the HOMO-LUMO gap (alpha / beta), the calculation gives 3.69 / 3.90 eV. As for the net charge: +3. As for the energy above the lowest of the compared OMol25 structures with the same formula, charge and spin: 24.51 kcal/mol. The value obtained for the total energy is -139940.6478 eV. The HOMO energy (alpha / beta) is -0.607 / -0.608 Eh.

=====

Density functional theory data (wB97M-V/def2-TZVPD) for 6 unconnected molecules or ions with the total composition C23H45B2Cl12FI2N2O7P at a distorted geometry.

```
95
Properties=species:S:1:pos:R:3
C -0.809 -2.369 -2.756
C -0.479 -1.870 -1.348
Cl -1.342 -3.033 -0.241
C -1.035 -0.463 -0.960
Cl -2.555 -0.240 -1.891
C 0.010 0.700 -1.047
P 0.630 0.951 -2.826
C -0.648 1.216 -4.103
C 1.696 -0.419 -3.441
N 1.181 0.101 -0.340
C 2.174 0.997 0.241
C 3.319 1.440 -0.712
C 4.327 0.322 -0.993
O 4.122 -0.619 -1.606
I 6.346 0.577 -0.203
B 2.961 0.056 1.317
O 3.787 0.601 2.267
O 2.836 -1.283 1.289
C 1.603 2.130 1.116
F 2.290 3.281 1.094
N 0.144 2.424 0.895
C -0.683 2.121 2.110
B -0.925 0.575 2.454
O 0.100 -0.293 2.728
O -2.183 0.066 2.450
C -0.425 2.054 -0.433
I 0.569 3.666 -1.731
C -1.859 2.493 -0.598
O -2.778 1.747 0.173
O -4.040 2.122 -0.273
H -1.767 -2.858 -2.796
H -0.672 -1.608 -3.511
H -0.071 -3.140 -2.967
H 0.568 -2.025 -1.141
H -1.368 -0.565 0.070
H -1.571 1.606 -3.696
H -0.285 1.990 -4.772
H -0.900 0.356 -4.717
H 1.340 -0.827 -4.383
H 1.878 -1.223 -2.740
H 2.664 0.017 -3.653
H 0.757 -0.389 0.448
H 3.922 2.212 -0.248
H 2.954 1.871 -1.641
H 4.243 1.361 1.869
H 3.700 -1.723 1.278
H 1.677 1.835 2.152
H 0.140 3.458 0.861
H -0.172 2.572 2.972
H -1.638 2.626 2.082
H 0.754 0.119 3.316
H -2.604 0.304 3.294
H -2.110 2.415 -1.651
H -1.946 3.555 -0.360
H -4.274 1.434 -0.919
Cl 3.487 -4.651 3.447
C 1.898 -4.425 2.664
C 1.298 -5.729 2.208
Cl 2.207 -6.443 0.850
H 2.026 -3.735 1.834
H 1.246 -3.958 3.401
H 0.280 -5.563 1.856
H 1.268 -6.459 3.012
Cl -0.147 2.747 5.209
C 1.032 3.978 5.758
C 0.361 5.291 6.055
Cl -0.252 6.067 4.572
H 1.792 4.085 4.987
H 1.507 3.585 6.655
H 1.079 5.976 6.504
H -0.473 5.168 6.742
Cl 2.784 -11.353 0.087
C 2.822 -9.699 -0.573
C 2.674 -9.680 -2.073
Cl 4.095 -10.367 -2.900
H 3.753 -9.233 -0.259
H 1.997 -9.156 -0.117
H 2.572 -8.652 -2.418
H 1.797 -10.239 -2.392
Cl -3.104 2.697 -6.452
C -3.176 4.480 -6.456
C -1.805 5.100 -6.529
Cl -0.871 4.823 -5.033
H -3.709 4.796 -5.563
H -3.758 4.774 -7.328
H -1.893 6.178 -6.656
H -1.229 4.703 -7.361
Cl -6.168 -0.465 2.888
C -6.350 1.305 2.936
C -5.020 2.003 3.043
Cl -4.243 1.725 4.634
H -7.001 1.556 3.770
H -6.843 1.602 2.012
H -5.154 3.078 2.940
H -4.333 1.666 2.268
```

For the HOMO-LUMO gap, the calculation gives 6.53 eV. As for the net charge: +1. The value obtained for the total energy is -221717.9401 eV. The HOMO energy is -0.374 Eh.

=====

Density functional theory data (wB97M-V/def2-TZVPD) for 4 unconnected molecules or ions with the total composition C23H45B2F2I2N4O13 at a distorted geometry.

```
91
Properties=species:S:1:pos:R:3
C -2.241 0.717 0.664
O -0.930 0.167 0.949
B -0.694 -0.760 -0.016
O -0.755 -2.067 0.350
N -0.437 -0.325 -1.414
C 0.705 0.660 -1.297
C 0.214 2.072 -1.073
C 1.479 2.926 -0.916
O 2.269 2.457 0.175
C -0.161 -1.345 -2.249
N -1.108 -1.853 -2.938
C -2.512 -1.447 -2.977
I -3.673 -2.243 -1.329
C -2.765 0.044 -3.241
C -4.300 0.219 -3.412
I -1.891 0.639 -5.118
N 1.170 -1.822 -2.369
C 1.632 -2.077 -3.742
B 1.776 -0.775 -4.679
O 1.054 -0.720 -5.835
O 2.574 0.294 -4.402
N 1.486 -2.839 -1.451
C 2.792 -2.705 -0.931
O 3.672 -2.266 -1.461
F 2.915 -3.107 0.304
C 1.205 -4.154 -1.861
O 2.026 -4.895 -2.019
F -0.031 -4.471 -2.032
H -2.531 1.437 1.412
H -2.188 1.256 -0.287
H -2.981 -0.065 0.517
H -0.111 -2.227 1.067
H 1.387 0.674 -2.141
H 1.310 0.367 -0.437
H -0.336 2.199 -0.150
H -0.331 2.467 -1.926
H 2.122 2.858 -1.788
H 1.230 3.956 -0.684
H 2.004 2.911 0.979
H -0.849 -2.629 -3.531
H -2.940 -1.951 -3.832
H -2.465 0.677 -2.422
H -4.751 -0.704 -3.764
H -4.550 1.069 -4.027
H -4.700 0.370 -2.413
H 1.013 -2.799 -4.301
H 2.618 -2.537 -3.695
H 1.015 -1.623 -6.167
H 3.500 0.045 -4.503
O 0.922 2.483 3.785
C 0.810 1.341 4.143
O -0.413 0.834 4.354
C -0.674 -0.561 4.573
C -0.527 -0.931 6.034
C 2.020 0.491 4.445
H -0.060 -1.178 3.919
H -1.707 -0.719 4.263
H 0.493 -0.773 6.387
H -0.787 -1.979 6.191
H -1.177 -0.311 6.652
H 2.339 0.681 5.470
H 2.818 0.780 3.765
H 1.856 -0.573 4.302
O 1.399 -2.366 2.754
C 1.899 -3.371 3.201
O 1.121 -4.336 3.678
C 1.596 -5.644 4.041
C 2.112 -5.673 5.463
C 3.397 -3.507 3.314
H 2.331 -6.003 3.321
H 0.734 -6.302 3.954
H 2.970 -5.013 5.594
H 2.410 -6.683 5.741
H 1.340 -5.332 6.153
H 3.729 -3.042 4.242
H 3.852 -2.990 2.475
H 3.749 -4.535 3.273
O -2.512 3.699 -1.333
C -2.384 4.884 -1.491
O -3.238 5.532 -2.294
C -3.309 6.961 -2.397
C -2.314 7.496 -3.404
C -1.230 5.641 -0.878
H -3.204 7.426 -1.416
H -4.320 7.180 -2.733
H -1.286 7.283 -3.106
H -2.423 8.575 -3.514
H -2.469 7.027 -4.375
H -0.364 5.558 -1.533
H -0.996 5.186 0.083
H -1.441 6.689 -0.684
```

For the HOMO-LUMO gap, the calculation gives 8.14 eV. As for the net charge: +1. The value obtained for the total energy is -80145.0522 eV. The HOMO energy is -0.431 Eh.

=====

Density functional theory data (wB97M-V/def2-TZVPD) for a molecular structure, C23H45Cl3GdN2O4PSi at a distorted geometry.

```
80
Properties=species:S:1:pos:R:3
C 2.517 -2.607 -2.738
C 1.972 -1.758 -3.835
H 2.122 -3.626 -2.802
H 2.260 -2.186 -1.764
H 3.606 -2.684 -2.811
C 1.857 -2.213 -5.098
C 2.242 -3.594 -5.512
H 1.568 -1.538 -5.910
H 1.821 -4.350 -4.842
H 3.332 -3.722 -5.548
H 1.891 -3.779 -6.530
Gd 1.054 0.144 2.584
Cl 3.149 -0.998 3.640
Cl 2.241 1.568 0.807
C -0.002 3.222 2.278
O -0.348 2.071 2.688
N -0.752 4.056 1.564
C -2.131 3.769 1.181
C -0.097 5.122 0.808
H 1.029 3.562 2.455
H -2.667 3.350 2.036
H -2.153 3.062 0.343
H -2.562 4.724 0.847
H 0.822 5.399 1.327
H -0.775 5.973 0.722
H 0.156 4.803 -0.211
H -0.743 -5.352 3.167
H -0.602 -3.209 0.581
C -1.740 -4.895 2.997
C -1.579 -3.519 0.916
N -1.597 -3.597 2.367
H -2.250 -4.782 3.960
C -1.037 -2.605 3.049
O -0.445 -1.660 2.443
H -2.297 -2.780 0.545
H -1.082 -2.654 4.138
H -2.322 -5.549 2.335
H -1.843 -4.489 0.521
O 0.769 -0.035 -2.459
C 1.642 -0.296 -3.511
C -0.072 0.209 -5.354
C 1.097 0.525 -4.652
H -0.615 -0.727 -5.158
C -0.522 1.088 -6.339
H 2.595 0.115 -3.133
C 1.796 1.695 -4.903
H -1.406 0.843 -6.930
C 0.159 2.299 -6.550
C 1.341 2.584 -5.871
H 2.714 1.845 -4.317
H -0.223 3.052 -7.250
H 1.924 3.482 -6.048
Si -0.689 0.228 -1.596
Cl -0.161 -1.761 -0.984
C -2.060 -0.215 -2.812
C -0.583 2.184 -2.130
C -1.489 0.702 0.132
H -1.987 0.338 -3.764
H -3.045 -0.005 -2.376
H -2.020 -1.289 -3.048
H -1.526 -0.149 0.820
H -2.516 1.063 -0.035
H -0.995 1.478 0.746
H -0.489 2.314 -3.228
H 0.269 2.702 -1.671
H -1.497 2.741 -1.863
C -1.427 -0.305 6.719
P 0.229 0.044 6.145
C 0.803 1.670 6.610
C 1.293 -1.313 6.649
O 0.133 0.105 4.631
H -1.434 -0.968 7.587
H -1.984 -0.777 5.894
H -1.932 0.622 7.012
H 1.363 1.675 7.550
H 1.426 2.064 5.798
H -0.066 2.333 6.744
H 1.052 -2.205 6.054
H 2.351 -1.074 6.477
H 1.166 -1.558 7.714
```

For the HOMO-LUMO gap (alpha / beta), the calculation gives 2.79 / 5.52 eV. As for the energy above the lowest of the compared OMol25 structures with the same formula, charge and spin: 134.11 kcal/mol. As for the multiplicity: 8. The value obtained for the total energy is -111318.0646 eV. The HOMO energy (alpha / beta) is -0.116 / -0.247 Eh.